Model P:
Computed, not measured: a structure of composition C49H34Cl8N5O4S2Y, with ωB97M-V/def2-TZVPD.

**Orbital gap (alpha / beta)**: 5.09 / 6.80 eV
**Net charge**: 0

XYZ file:
```
103
C49H34Cl8N5O4S2Y | the OMol25 dataset | ωB97M-V/def2-TZVPD
Y 0.023 -0.025 -0.018
C -1.810 -3.915 -1.828
C -2.347 -3.542 -3.081
C -2.233 -2.249 -3.489
C -1.584 -1.273 -2.680
N -1.088 -1.646 -1.455
C -1.216 -2.936 -1.086
C -1.435 0.075 -3.100
C -1.923 0.512 -4.361
C -1.745 1.794 -4.761
C -1.057 2.686 -3.922
C -0.603 2.237 -2.700
N -0.792 0.969 -2.269
C 0.169 3.177 -1.843
C 0.429 4.486 -2.269
C 1.180 5.331 -1.483
C 1.639 4.888 -0.257
C 1.310 3.609 0.123
N 0.624 2.759 -0.664
H -1.858 -4.928 -1.458
H -2.837 -4.272 -3.712
H -2.637 -1.967 -4.448
H -0.797 -3.193 -0.117
H -2.432 -0.182 -5.010
H -2.111 2.127 -5.724
H -0.894 3.695 -4.254
H 0.063 4.848 -3.214
H 1.396 6.335 -1.826
H 2.224 5.525 0.393
H 1.466 3.053 1.014
Cl 6.505 -3.622 -1.968
C 5.073 -2.670 -1.848
C 4.301 -2.702 -0.692
Cl 4.760 -3.695 0.640
C 3.154 -1.929 -0.608
Cl 2.152 -1.916 0.808
C 2.718 -1.094 -1.650
O 1.644 -0.384 -1.563
C 3.519 -1.084 -2.814
Cl 3.000 -0.073 -4.109
C 4.668 -1.853 -2.908
Cl 5.613 -1.804 -4.349
O 0.040 -0.726 2.244
Cl -4.754 5.772 4.338
C -3.104 5.342 4.655
C -2.783 4.676 5.829
C -1.466 4.320 6.053
C -0.459 4.613 5.135
C 0.953 4.149 5.423
C 1.048 2.624 5.299
N 1.094 2.221 3.906
C 2.145 1.744 3.211
C 1.738 1.443 1.949
N 0.349 1.760 1.875
C 0.058 2.206 3.063
O 1.301 4.534 6.742
C 2.489 5.313 6.824
C 2.408 6.569 6.002
C 1.440 7.522 6.132
Cl 0.157 7.530 7.268
S 1.601 8.793 4.998
C 2.995 8.069 4.323
C 3.305 6.900 4.944
C -0.820 5.300 3.983
Cl 0.369 5.715 2.786
C -2.134 5.666 3.727
H -3.556 4.444 6.548
H -1.199 3.812 6.971
H 1.624 4.600 4.691
H 0.169 2.168 5.756
H 1.922 2.242 5.823
H 3.113 1.634 3.673
H 2.276 1.051 1.100
H -0.932 2.496 3.382
H 3.359 4.732 6.497
H 2.606 5.533 7.885
H 3.506 8.543 3.501
H 4.146 6.279 4.667
H -2.388 6.188 2.816
O -0.925 -1.626 2.693
S -2.381 -1.523 1.351
C -3.331 -2.610 2.410
C -3.209 -2.651 3.793
C -4.021 -3.515 4.513
C -4.936 -4.334 3.866
C -5.045 -4.295 2.483
C -4.243 -3.430 1.754
C -3.186 0.039 1.551
C -2.917 0.845 2.655
C -3.560 2.066 2.776
C -4.445 2.489 1.790
C -4.696 1.690 0.685
C -4.075 0.452 0.562
H -2.484 -2.021 4.286
H -3.933 -3.552 5.592
H -5.560 -5.006 4.440
H -5.752 -4.935 1.972
H -4.308 -3.388 0.674
H -2.204 0.485 3.388
H -3.372 2.700 3.637
H -4.939 3.448 1.887
H -5.385 2.021 -0.081
H -4.263 -0.188 -0.291
```

These are the Löwdin partial charges, in e, on atoms 1 to 2:
1. Y 1.540
2. C -0.083


Model Q:
Computed, not measured: a structure of composition C49H34Cl8N5O4S2Y, with ωB97M-V/def2-TZVPD.

**Orbital gap (alpha / beta)**: 7.31 / 5.12 eV
**Net charge**: 0

XYZ file:
```
103
C49H34Cl8N5O4S2Y | the OMol25 dataset | ωB97M-V/def2-TZVPD
Y -1.201 0.457 -0.904
C -1.249 -0.946 -5.730
C -2.088 0.007 -6.298
C -2.609 0.977 -5.482
C -2.305 0.999 -4.099
N -1.509 0.067 -3.559
C -1.001 -0.867 -4.383
C -2.871 2.074 -3.252
C -3.671 3.027 -3.853
C -4.221 4.078 -3.129
C -3.936 4.152 -1.781
C -3.134 3.205 -1.170
N -2.583 2.130 -1.885
C -2.842 3.344 0.254
C -3.366 4.412 1.020
C -3.054 4.521 2.346
C -2.212 3.570 2.925
C -1.731 2.564 2.129
N -2.040 2.421 0.815
H -0.796 -1.736 -6.312
H -2.323 -0.007 -7.355
H -3.251 1.717 -5.922
H -0.344 -1.587 -3.928
H -3.891 2.985 -4.904
H -4.845 4.817 -3.611
H -4.345 4.968 -1.208
H -4.009 5.150 0.571
H -3.455 5.340 2.930
H -1.939 3.613 3.971
H -1.065 1.811 2.495
Cl -4.357 -6.163 -1.626
C -3.287 -4.813 -1.706
C -3.606 -3.614 -1.084
Cl -5.097 -3.489 -0.221
C -2.741 -2.525 -1.150
Cl -3.277 -1.072 -0.294
C -1.489 -2.558 -1.842
O -0.670 -1.599 -1.927
C -1.216 -3.821 -2.454
Cl 0.302 -3.977 -3.267
C -2.072 -4.902 -2.392
Cl -1.649 -6.389 -3.154
O 0.127 -0.965 -0.032
Cl 5.093 -2.954 -0.082
C 3.989 -2.666 1.227
C 4.437 -2.009 2.364
C 3.547 -1.783 3.399
C 2.222 -2.201 3.320
C 1.272 -1.911 4.455
C 0.926 -0.419 4.533
N -0.066 -0.102 3.521
C -1.434 -0.118 3.629
C -1.911 0.178 2.402
N -0.809 0.377 1.497
C 0.238 0.163 2.236
O 1.862 -2.314 5.685
C 1.032 -3.178 6.445
C 0.770 -4.479 5.741
C 1.738 -5.353 5.344
Cl 3.428 -5.184 5.578
S 1.109 -6.718 4.524
C -0.490 -6.143 4.712
C -0.522 -4.955 5.370
C 1.811 -2.871 2.169
Cl 0.188 -3.455 2.006
C 2.683 -3.101 1.115
H 5.466 -1.686 2.438
H 3.890 -1.285 4.298
H 0.349 -2.466 4.281
H 1.797 0.213 4.358
H 0.546 -0.175 5.525
H -1.930 -0.367 4.551
H -2.908 0.210 2.009
H 1.253 0.179 1.869
H 0.076 -2.693 6.678
H 1.555 -3.337 7.388
H -1.320 -6.706 4.318
H -1.438 -4.418 5.578
H 2.342 -3.614 0.228
O 0.881 1.850 -0.225
S 1.137 1.815 -1.707
C 1.370 3.507 -2.211
C 1.816 4.433 -1.282
C 1.986 5.748 -1.684
C 1.704 6.121 -2.993
C 1.245 5.184 -3.907
C 1.070 3.865 -3.516
C 2.801 1.211 -1.921
C 3.257 0.897 -3.191
C 4.548 0.415 -3.339
C 5.356 0.244 -2.222
C 4.878 0.550 -0.956
C 3.588 1.034 -0.798
H 2.017 4.125 -0.264
H 2.334 6.485 -0.972
H 1.835 7.151 -3.298
H 1.014 5.481 -4.922
H 0.697 3.128 -4.218
H 2.617 1.023 -4.057
H 4.920 0.167 -4.323
H 6.362 -0.139 -2.339
H 5.506 0.404 -0.088
H 3.191 1.267 0.182
```

These are the Löwdin partial charges, in e, on atoms 1 to 2:
1. Y 1.237
2. C -0.055


Which one is most stable, and which one is least stable? model Q is the most stable of them, while model P is the least stable.


Model P:
Computed, not measured: the molecule C4H8N2O2, with ωB97M-V/def2-TZVPD.

**Orbital gap**: 9.96 eV
**Net charge**: 0

XYZ file:
```
16
C4H8N2O2 | the OMol25 dataset | ωB97M-V/def2-TZVPD
C 0.743 1.514 0.436
C 0.618 0.429 -0.737
C -1.525 -0.465 -0.136
C 1.359 -0.802 -0.337
H 0.249 1.151 1.315
H 1.814 1.466 0.837
H 0.441 2.459 0.128
H 1.085 0.711 -1.610
H -0.932 -0.400 0.880
H -3.389 -0.066 -0.678
H -3.218 -1.039 0.950
H 2.880 -1.633 0.216
N -0.790 0.040 -1.077
N -2.870 -0.819 -0.072
O 2.730 -0.818 -0.338
O 0.806 -1.728 0.223
```

These are the Löwdin partial charges, in e, on atoms 1 to 2:
1. C -0.002
2. C -0.276


Model Q:
Computed, not measured: the molecule C4H8N2O2, with ωB97M-V/def2-TZVPD.

**Orbital gap**: 5.19 eV
**Net charge**: 0

XYZ file:
```
16
C4H8N2O2 | the OMol25 dataset | ωB97M-V/def2-TZVPD
C 0.015 -0.825 0.927
C -1.315 -0.259 0.869
C -1.267 1.264 1.200
O -1.214 2.286 0.545
N 1.066 -0.172 0.166
C 1.410 -0.107 -1.308
N 0.522 -1.008 -2.020
O 1.517 1.060 -1.862
H 0.668 -1.001 1.741
H 0.117 -1.582 -1.249
H -2.085 -0.544 1.672
H -2.032 -0.142 0.029
H -1.232 1.497 2.296
H 1.568 0.535 0.684
H 2.475 -0.531 -1.237
H -0.215 -0.474 -2.455
```

These are the Löwdin partial charges, in e, on atoms 1 to 2:
1. C -0.001
2. C -0.144


Model R:
Computed, not measured: the molecule C4H8N2O2, with ωB97M-V/def2-TZVPD.

**Orbital gap**: 9.37 eV
**Net charge**: 0

XYZ file:
```
16
C4H8N2O2 | the OMol25 dataset | ωB97M-V/def2-TZVPD
C 0.347 -1.476 -0.004
C 1.817 -1.009 1.764
C -0.367 1.311 0.243
C -1.360 1.007 -0.892
H -0.774 -1.100 -0.346
H 0.351 -2.527 0.465
H 0.819 -1.530 -1.134
H 2.131 -0.180 2.494
H -0.369 2.498 0.305
H -2.296 0.657 -0.241
H -1.211 0.038 -1.515
H -0.968 2.153 -2.764
N 0.852 -0.495 0.915
N 0.348 0.692 1.061
O 2.360 -2.043 1.514
O -1.680 2.005 -1.863
```

These are the Löwdin partial charges, in e, on atoms 1 to 2:
1. C -0.064
2. C -0.305


Model S:
Computed, not measured: the molecule C4H8N2O2, with ωB97M-V/def2-TZVPD.

**Orbital gap**: 9.65 eV
**Net charge**: 0

XYZ file:
```
16
C4H8N2O2 | the OMol25 dataset | ωB97M-V/def2-TZVPD
C 1.110 -0.310 0.425
C 0.965 0.735 -0.463
C 0.023 -0.371 -0.530
C -1.253 -0.351 0.175
H 2.193 -2.146 0.377
H 2.923 -0.879 0.575
H 0.934 -0.057 1.394
H 1.576 0.754 -1.405
H -0.158 1.917 0.635
H 0.021 2.561 -0.983
H 0.167 -1.177 -1.337
H -2.072 -1.244 -1.308
N 2.176 -1.203 0.017
N 0.498 2.038 -0.186
O -2.344 -0.666 -0.626
O -1.328 0.192 1.325
```

These are the Löwdin partial charges, in e, on atoms 1 to 2:
1. C -0.314
2. C -0.346


Which one is most stable, and which one is least stable? model P is the most stable of them, while model Q is the least stable.